33
Properties=species:S:1:pos:R:3 method="wB97M-V/def2-TZVPD" gap_ev="7.062 / 7.095" max_force_ev_per_a=6.6 charge=0 relative_energy_kcal_mol=107.4 energy_ha=-791.86941
C -0.717 -3.827 -2.226
C -0.546 -2.501 -2.387
C -1.540 -2.904 -0.494
C -2.276 1.887 -2.148
C 2.886 -1.185 1.443
C 1.844 1.629 2.050
C -0.168 -0.820 2.897
C -0.695 1.869 -1.931
C -0.217 0.393 -1.905
C -0.956 -0.475 -0.968
N -1.376 -4.085 -1.097
N -1.024 -1.824 -1.300
Si 1.278 -0.152 1.692
H -0.731 -4.505 -3.015
H -0.080 -2.013 -3.252
H -2.091 -2.709 0.377
H -2.498 1.526 -3.197
H -2.890 1.429 -1.501
H -2.474 2.971 -2.241
H 3.707 -0.598 1.027
H 3.219 -1.820 2.278
H 2.654 -1.860 0.560
H 2.743 1.951 2.627
H 2.091 2.128 1.140
H 1.101 2.248 2.563
H -1.117 -0.218 2.850
H -0.552 -1.863 2.663
H 0.169 -0.742 3.850
H -0.488 2.359 -1.027
H -0.189 2.299 -2.763
H 0.798 0.236 -1.888
H -0.691 0.023 -2.874
H -1.576 -0.244 -0.091


95
Properties=species:S:1:pos:R:3 method="wB97M-V/def2-TZVPD" gap_ev="5.659 / 5.829" max_force_ev_per_a=6.7 charge=+3 multiplicity=3 energy_ha=-2370.49153
C -1.224 -1.415 -2.446
C 0.780 -2.491 -1.723
C -1.329 -2.280 -3.526
C 0.543 -3.516 -2.669
C -0.473 -3.382 -3.594
H -2.118 -2.101 -4.258
H 1.234 -4.359 -2.672
H -0.616 -4.128 -4.371
N -0.194 -1.499 -1.562
P -2.495 -0.060 -0.372
P 2.378 -0.853 -0.152
C -2.254 -0.320 -2.192
H -1.938 0.627 -2.654
H -3.210 -0.577 -2.669
C 1.956 -2.378 -0.955
H 2.633 -3.233 -0.923
C 3.488 0.088 -1.414
C 3.462 -1.336 1.346
C -3.328 1.648 -0.166
C -3.678 -1.501 0.032
C 3.520 1.579 -1.040
H 3.976 1.752 -0.058
H 4.126 2.110 -1.788
H 2.523 2.026 -1.041
C 4.920 -0.462 -1.472
H 5.486 -0.296 -0.549
H 4.931 -1.526 -1.734
H 5.457 0.072 -2.272
C 2.893 -0.099 -2.815
H 3.466 0.510 -3.532
H 2.941 -1.146 -3.137
H 1.854 0.231 -2.872
C 4.122 -0.071 1.918
H 3.382 0.718 2.117
H 4.599 -0.326 2.876
H 4.903 0.340 1.270
C 2.540 -1.926 2.415
H 1.781 -1.210 2.750
H 2.035 -2.838 2.087
H 3.149 -2.185 3.294
C 4.491 -2.420 1.007
H 5.241 -2.110 0.279
H 5.026 -2.674 1.934
H 4.008 -3.331 0.641
C -4.051 -1.404 1.518
H -4.644 -2.291 1.785
H -3.165 -1.409 2.167
H -4.662 -0.522 1.747
C -2.988 -2.846 -0.225
H -2.739 -2.985 -1.283
H -2.089 -2.982 0.375
H -3.691 -3.644 0.062
C -4.941 -1.537 -0.846
H -5.551 -2.388 -0.506
H -5.563 -0.644 -0.772
H -4.700 -1.708 -1.902
C -2.583 2.713 -0.981
H -2.584 2.501 -2.058
H -3.102 3.676 -0.846
H -1.548 2.852 -0.652
C -3.248 2.033 1.318
H -2.211 2.053 1.680
H -3.669 3.042 1.441
H -3.822 1.357 1.962
C -4.786 1.633 -0.642
H -4.883 1.234 -1.660
H -5.448 1.089 0.043
H -5.151 2.670 -0.674
W -0.031 -0.157 0.168
C -0.380 -1.736 1.317
O -0.561 -2.552 2.162
N 0.238 1.263 -1.301
C 0.343 1.895 -2.297
C 0.478 2.713 -3.419
C 0.277 4.112 -3.295
C 0.830 2.160 -4.683
C 0.453 4.933 -4.404
H -0.009 4.520 -2.322
C 1.031 3.008 -5.769
H 0.939 1.077 -4.785
C 0.838 4.386 -5.632
H 0.291 6.008 -4.304
H 1.339 2.584 -6.727
H 0.987 5.040 -6.494
C 1.005 -0.340 5.140
N 0.046 0.509 4.391
C -1.122 1.049 5.121
C 0.202 0.762 3.135
N 0.059 0.753 1.946
H 0.804 -0.205 6.206
H 2.034 -0.034 4.909
H 0.879 -1.400 4.873
H -1.229 2.121 4.918
H -2.046 0.532 4.821
H -0.944 0.882 6.186


18
Properties=species:S:1:pos:R:3 method="wB97M-V/def2-TZVPD" gap_ev=9.966 max_force_ev_per_a=4.4 charge=0 relative_energy_kcal_mol=77.0 energy_ha=-344.01405 smiles=c1ccncc1.CN
C -1.799 0.747 1.564
C -0.036 -0.155 -1.483
C 1.013 0.696 -1.794
C 2.271 0.462 -1.255
C 2.358 -0.435 -0.143
C 1.345 -1.433 0.014
H -2.094 -1.166 0.564
H -3.128 -0.663 1.511
H -2.490 1.536 1.747
H -1.009 0.332 2.213
H -1.191 1.352 0.959
H -1.191 0.225 -1.529
H 0.853 1.532 -2.373
H 3.206 1.035 -1.413
H 3.347 -0.455 0.222
H 1.133 -2.140 1.030
N -2.634 -0.260 0.777
N 0.048 -1.211 -0.611


40
Properties=species:S:1:pos:R:3 method="wB97M-V/def2-TZVPD" gap_ev=2.495 max_force_ev_per_a=9.8 charge=+2 relative_energy_kcal_mol=74.0 energy_ha=-1065.78152
Hf -2.480 -2.891 0.799
F -4.169 -1.423 1.244
C 0.723 -0.015 0.469
C -0.516 -0.114 1.319
O -1.649 -0.676 0.746
H 1.237 -0.978 0.434
H 1.386 0.766 0.842
H 0.558 0.322 -0.556
H -0.788 0.900 1.658
H -0.243 -0.434 2.333
O 3.473 -0.972 -1.475
H 4.004 -0.173 -1.400
H 2.998 -0.865 -2.307
O -3.089 -0.028 -2.199
H -2.824 -0.883 -1.847
H -3.993 0.097 -1.878
O 0.978 -1.770 -2.577
H 0.133 -2.064 -2.230
H 1.536 -1.644 -1.799
O -0.216 -3.322 1.242
H 0.426 -3.443 0.522
H 0.327 -3.215 2.044
O 0.832 -0.958 4.954
H 0.059 -0.533 5.340
H 0.892 -0.597 4.066
O 4.168 0.509 2.669
H 4.839 0.762 2.028
H 3.334 0.635 2.212
O -4.047 1.574 1.257
H -3.118 1.337 1.308
H -4.056 2.537 1.316
O -0.529 1.342 -3.645
H 0.324 1.621 -3.273
H -0.651 0.440 -3.334
O -1.974 2.211 -1.100
H -2.375 1.412 -1.493
H -1.517 1.894 -0.316
O 1.648 2.754 -2.572
H 1.959 3.663 -2.507
H 2.398 2.221 -2.295